# 1
{
  "formula": "C29H61N5O9",
  "method": "ωB97M-V/def2-TZVPD",
  "species": ["C", "N", "C", "C", "O", "H", "H", "H", "H", "H", "H", "H", "C", "N", "C", "C", "O", "H", "H", "H", "H", "H", "H", "H", "C", "N", "C", "C", "O", "H", "H", "H", "H", "H", "H", "H", "C", "N", "C", "C", "O", "H", "H", "H", "H", "H", "H", "H", "C", "C", "C", "O", "H", "H", "H", "H", "H", "H", "C", "C", "C", "O", "H", "H", "H", "H", "H", "H", "C", "C", "C", "O", "H", "H", "H", "H", "H", "H", "C", "C", "C", "O", "H", "H", "H", "H", "H", "H", "C", "C", "C", "O", "H", "H", "H", "H", "H", "H", "C", "C", "N", "H", "H", "H"],
  "xyz": [[-0.700166, -1.090235, -0.270584], [-0.869928, 0.328534, 0.096377], [-0.013572, 1.317492, -0.517795], [-1.815110, 0.750970, 0.955835], [-2.564403, 0.048881, 1.613717], [-0.860739, -1.080246, -1.347006], [-1.329864, -1.763339, 0.294880], [0.329745, -1.333955, -0.003952], [0.241135, 1.104057, -1.559339], [-0.460834, 2.306950, -0.642939], [0.916288, 1.505405, 0.020623], [-1.742605, 1.844873, 1.082794], [-3.596344, -0.368043, -2.426868], [-2.978514, 0.121004, -3.640177], [-2.670160, -0.905042, -4.613310], [-2.954806, 1.421142, -3.961445], [-3.354441, 2.336075, -3.256363], [-4.643318, -0.613749, -2.638951], [-3.650464, 0.357191, -1.618155], [-3.078895, -1.263318, -2.094014], [-2.384999, -0.459433, -5.565741], [-1.854189, -1.549244, -4.277663], [-3.563621, -1.510334, -4.787232], [-2.519195, 1.614749, -4.949705], [6.192827, -2.426441, -0.922487], [4.810888, -2.854620, -1.071653], [3.934284, -2.302000, -0.058039], [4.491658, -3.881165, -1.871055], [3.367115, -4.351075, -1.965698], [6.828117, -2.850583, -1.708288], [6.602030, -2.813987, 0.010407], [6.344124, -1.360914, -1.090372], [2.910419, -2.645780, -0.177487], [4.318685, -2.685176, 0.892244], [3.972255, -1.217333, -0.062198], [5.340304, -4.309759, -2.423620], [-4.006035, -0.290192, 4.376197], [-4.421705, -0.208177, 5.756121], [-5.561346, 0.673229, 5.980389], [-3.993422, -1.105227, 6.677082], [-3.355627, -2.101421, 6.401748], [-4.716024, -0.842616, 3.747215], [-3.040892, -0.780687, 4.295562], [-3.988271, 0.702886, 3.927452], [-5.870463, 0.495078, 7.015340], [-5.242220, 1.717243, 5.983007], [-6.357023, 0.431433, 5.279905], [-4.221502, -0.862480, 7.725553], [-3.572020, -3.074190, 2.446165], [-2.971422, -3.598898, 1.157949], [-3.669801, -3.076997, -0.069704], [-2.078936, -4.400566, 1.101468], [-3.529819, -1.986590, 2.484548], [-3.069883, -3.555381, 3.282354], [-4.635960, -3.321448, 2.425600], [-3.526397, -2.006650, -0.203966], [-4.684872, -3.410624, -0.297086], [-3.244522, -3.496292, -0.995281], [0.524037, 5.449870, -0.654743], [1.420280, 4.602699, 0.239187], [2.731565, 4.117470, -0.342690], [1.128685, 4.346949, 1.379036], [0.889978, 5.476075, -1.677119], [0.416382, 6.455094, -0.255458], [-0.410700, 4.885129, -0.635633], [2.720364, 3.500683, -1.242068], [3.082644, 3.387669, 0.394793], [3.498588, 4.891478, -0.310364], [0.727449, -3.280251, 2.493012], [0.885134, -2.031866, 3.323741], [-0.299755, -1.507239, 4.120722], [1.922710, -1.410649, 3.328380], [1.706013, -3.711085, 2.276381], [0.263886, -3.146624, 1.514705], [0.136419, -4.031674, 3.017939], [-1.108060, -2.234933, 4.235590], [-0.756304, -0.635651, 3.650674], [-0.003991, -1.273437, 5.142866], [-0.633795, 3.843912, -3.446320], [-0.290930, 3.391650, -4.869090], [1.106014, 2.816965, -5.102995], [-1.093424, 3.407196, -5.765761], [-0.609600, 4.932750, -3.495918], [0.107752, 3.445495, -2.757489], [-1.630538, 3.449000, -3.198241], [1.647595, 2.413734, -4.249591], [1.746909, 3.615525, -5.491520], [0.980236, 2.102621, -5.917595], [5.159367, 1.454111, 0.330380], [4.689778, 0.788521, 1.628776], [3.294212, 1.123928, 2.095932], [5.471347, 0.103822, 2.240735], [4.695530, 0.912242, -0.501111], [6.216722, 1.185189, 0.306401], [5.028716, 2.512468, 0.127919], [2.651827, 1.108578, 1.217665], [3.380106, 2.070556, 2.635313], [2.917437, 0.432370, 2.851015], [1.866755, -0.898619, -4.150114], [2.439603, -0.320987, -2.942501], [2.948215, 0.100000, -2.003707], [1.830554, -1.986411, -4.098302], [2.499671, -0.647797, -5.002900], [0.869095, -0.529547, -4.382340]],
  "forces_ev_per_angstrom": [[0.9, 1.5, 0.2], [-0.6, -0.1, 0.0], [0.5, 0.7, -0.7], [0.6, 0.1, 0.6], [-0.2, -0.1, -0.3], [0.1, -0.8, -0.1], [-0.4, 0.3, -0.1], [0.1, -0.3, -0.4], [0.0, -0.7, 0.1], [-0.6, -0.2, 0.5], [0.1, -0.4, 0.1], [-0.4, 0.0, 0.0], [-0.7, 0.1, 0.0], [0.3, -0.4, 0.2], [-0.1, 0.1, -0.2], [-0.3, 0.7, 0.1], [0.0, -0.5, 0.0], [0.0, -0.3, 0.0], [0.4, 0.2, -0.2], [0.0, 0.0, 0.0], [0.0, 0.1, 0.1], [-0.1, 0.0, 0.1], [0.1, -0.1, 0.0], [0.0, 0.0, -0.1], [0.5, -0.7, -0.9], [0.9, 0.9, -0.2], [0.0, -0.7, 0.3], [-1.0, -0.4, 0.2], [0.2, 0.1, -0.2], [-0.3, -0.3, 0.0], [0.0, 0.5, 0.3], [-0.4, 0.2, 0.7], [0.0, 0.0, -0.2], [-0.3, 0.3, 0.2], [0.0, 0.0, 0.0], [0.1, 0.2, -0.1], [-0.2, -0.2, -0.4], [-0.4, 0.5, -0.2], [1.0, -0.3, 1.5], [0.1, -0.3, -0.4], [0.3, 0.0, 0.0], [0.0, -0.2, 0.3], [0.0, 0.1, 0.0], [0.3, 0.1, 0.2], [-0.4, 0.0, -0.2], [-0.2, 0.1, -0.6], [-0.1, 0.3, 0.0], [-0.4, 0.2, -0.1], [0.3, -0.4, -0.3], [-1.5, 0.4, 0.3], [0.6, -0.5, -2.4], [0.5, -0.2, 0.0], [0.3, -0.1, -0.1], [-0.1, 0.2, 0.2], [0.0, -0.1, 0.1], [-0.5, 0.2, 0.5], [-0.4, 0.4, 1.2], [0.8, -0.1, 0.4], [0.2, -0.9, 0.3], [0.4, 0.6, -0.8], [0.5, -1.4, 1.5], [-0.2, 0.0, 0.1], [0.1, 0.1, 0.0], [-0.2, 0.0, 0.1], [-0.3, 0.5, -0.1], [-0.3, 0.7, -0.5], [0.0, 0.2, 0.1], [-0.2, 0.2, -0.6], [0.3, -0.7, 0.2], [-0.5, 0.5, -0.3], [-0.5, -0.8, 0.3], [0.2, -0.2, 0.0], [0.1, 0.1, 0.2], [-0.3, 0.4, 0.2], [-0.1, 0.1, 0.0], [0.1, -0.1, -0.2], [0.3, 0.1, -0.1], [0.2, 0.3, -0.1], [0.0, -0.5, -1.0], [0.4, -0.7, 1.2], [-0.1, 0.4, -0.7], [-0.1, 0.2, -0.2], [-0.2, 0.0, 0.4], [0.1, 0.3, 0.1], [0.3, 0.6, 0.0], [-0.4, -0.2, 0.2], [-0.1, 0.1, 0.0], [0.3, -0.1, 0.1], [0.7, -1.3, -0.2], [0.0, 1.2, 0.0], [0.5, -0.7, 0.5], [-0.2, -0.3, 0.1], [-0.1, 0.2, 0.0], [0.1, 0.3, -0.2], [-0.2, 0.1, 0.5], [-0.3, 0.5, 0.2], [-0.3, 0.4, -0.6], [0.2, -0.2, -0.3], [0.1, -0.2, -0.6], [0.0, -0.2, -0.1], [-0.2, 0.2, -0.1], [0.0, 0.0, 0.3], [0.0, 0.1, 0.1], [0.0, 0.1, 0.3]],
  "lowdin_charge": [0.006, -0.149, -0.063, -0.323, 0.001, 0.082, 0.060, 0.087, 0.070, 0.074, 0.069, 0.144, -0.046, -0.183, -0.053, -0.339, 0.005, 0.106, 0.092, 0.053, 0.089, 0.083, 0.094, 0.124, -0.055, -0.185, -0.044, -0.354, -0.012, 0.082, 0.096, 0.084, 0.078, 0.104, 0.043, 0.131, -0.068, -0.195, -0.055, -0.341, 0.011, 0.088, 0.055, 0.090, 0.082, 0.088, 0.091, 0.133, -0.013, -0.504, -0.043, 0.079, 0.036, 0.088, 0.095, 0.047, 0.092, 0.085, -0.019, -0.504, -0.023, 0.073, 0.059, 0.090, 0.080, 0.079, 0.040, 0.096, -0.012, -0.458, -0.005, 0.049, 0.082, 0.057, 0.084, 0.061, 0.072, 0.091, -0.014, -0.481, -0.016, 0.063, 0.094, 0.046, 0.061, 0.058, 0.089, 0.080, -0.033, -0.500, -0.011, 0.066, 0.031, 0.077, 0.059, 0.056, 0.101, 0.055, -0.050, -0.245, 0.182, 0.089, 0.089, 0.067]
}

# 2
{
  "formula": "C29H62B3F13O10",
  "method": "ωB97M-V/def2-TZVPD",
  "species": ["F", "C", "F", "F", "C", "F", "F", "C", "F", "F", "C", "F", "F", "C", "F", "F", "C", "F", "F", "C", "C", "B", "O", "B", "O", "B", "O", "H", "H", "H", "H", "H", "H", "C", "C", "C", "O", "H", "H", "H", "H", "H", "H", "H", "H", "C", "C", "C", "O", "H", "H", "H", "H", "H", "H", "H", "H", "C", "C", "C", "O", "H", "H", "H", "H", "H", "H", "H", "H", "C", "C", "C", "O", "H", "H", "H", "H", "H", "H", "H", "H", "C", "C", "C", "O", "H", "H", "H", "H", "H", "H", "H", "H", "C", "C", "C", "O", "H", "H", "H", "H", "H", "H", "H", "H", "C", "C", "C", "O", "H", "H", "H", "H", "H", "H", "H", "H"],
  "xyz": [[-4.349289, -1.043955, 1.154259], [-5.296870, -0.172040, 0.792877], [-5.534149, 0.643912, 1.831922], [-6.418449, -0.827712, 0.491970], [-4.789678, 0.697036, -0.402918], [-5.688948, 1.694547, -0.557202], [-3.610598, 1.232936, -0.042066], [-4.656299, 0.024473, -1.812208], [-5.892170, -0.400687, -2.154993], [-4.291146, 0.996145, -2.665509], [-3.709409, -1.210268, -2.024511], [-3.795024, -1.487270, -3.344093], [-4.251465, -2.232949, -1.329608], [-2.195302, -1.076085, -1.665898], [-2.082027, -1.152515, -0.314691], [-1.756094, 0.136781, -2.068269], [-1.294689, -2.189727, -2.263453], [-1.054636, -1.885425, -3.577289], [-2.041415, -3.342431, -2.240313], [-0.014916, -2.415708, -1.506153], [0.896967, -1.189469, -1.345985], [1.546959, -0.673677, -2.674685], [2.389519, -1.488545, -3.421171], [2.984612, -0.869186, -4.501777], [3.362845, 0.450625, -4.349350], [2.449555, 1.234564, -3.651256], [1.316847, 0.610834, -3.148942], [0.529099, -3.203788, -2.035430], [-0.266241, -2.824518, -0.524171], [0.397525, -0.371377, -0.819560], [1.720826, -1.513518, -0.696867], [3.148002, -1.423529, -5.539825], [2.650051, 2.383474, -3.486565], [-3.719797, -4.600789, 3.678663], [-2.320429, -4.007097, 3.644931], [-2.162903, -2.870805, 4.642934], [-1.992182, -3.568410, 2.326842], [-4.458645, -3.838705, 3.414896], [-3.807707, -5.415780, 2.960293], [-3.964346, -4.981650, 4.670975], [-1.590781, -4.787901, 3.867502], [-2.859201, -2.061232, 4.406130], [-1.151790, -2.465369, 4.604898], [-2.366549, -3.206396, 5.660502], [-2.613533, -2.873875, 2.080286], [-5.415861, 4.528452, 3.476280], [-5.008455, 3.544789, 4.560773], [-3.557671, 3.112831, 4.409697], [-5.874257, 2.409905, 4.558046], [-5.316680, 4.065838, 2.490431], [-6.457787, 4.826220, 3.596553], [-4.794906, 5.424839, 3.490260], [-5.149513, 4.000083, 5.542679], [-3.411822, 2.614934, 3.446437], [-3.282933, 2.409822, 5.196466], [-2.883019, 3.968834, 4.454378], [-5.781632, 1.985118, 3.698872], [4.713385, 2.693754, 0.100110], [3.997550, 1.357793, -0.011475], [4.775362, 0.227252, 0.640457], [3.730448, 1.052918, -1.382115], [5.684309, 2.643190, -0.401719], [4.131519, 3.482177, -0.377091], [4.882370, 2.963495, 1.143411], [3.012399, 1.434544, 0.452261], [5.746604, 0.106510, 0.155270], [4.244777, -0.718833, 0.542794], [4.944157, 0.425833, 1.700146], [4.574837, 0.984432, -1.843042], [0.689402, -6.619683, -1.148179], [1.679766, -6.021239, -0.161146], [1.976065, -6.969459, 0.989913], [1.206317, -4.767377, 0.327717], [-0.263319, -6.822354, -0.651078], [0.496793, -5.927320, -1.967979], [1.062849, -7.556129, -1.564850], [2.609493, -5.782307, -0.680827], [1.059895, -7.183551, 1.547437], [2.691604, -6.521658, 1.679746], [2.383470, -7.914797, 0.628874], [0.378184, -4.925416, 0.799058], [7.193246, -2.829552, 2.614043], [7.037860, -3.489875, 1.253057], [8.311627, -4.195326, 0.815298], [6.624935, -2.535282, 0.276081], [7.979855, -2.070190, 2.577803], [6.265591, -2.338455, 2.908354], [7.460158, -3.558572, 3.380180], [6.220637, -4.211989, 1.293943], [9.130880, -3.475851, 0.727885], [8.173010, -4.665838, -0.157937], [8.607449, -4.960642, 1.533926], [7.322241, -1.874781, 0.200964], [-8.831255, 5.324221, 0.779760], [-7.862742, 6.495072, 0.716479], [-8.315609, 7.553670, -0.276746], [-6.545520, 6.042459, 0.409701], [-8.896517, 4.835334, -0.196511], [-8.489386, 4.583975, 1.503462], [-9.832217, 5.652401, 1.062964], [-7.775552, 6.943980, 1.707580], [-8.366686, 7.129285, -1.283431], [-7.610574, 8.384483, -0.298379], [-9.302931, 7.940207, -0.020670], [-6.568306, 5.633004, -0.462045], [6.482177, 4.207956, -6.021570], [5.944193, 4.274915, -4.600856], [7.060308, 4.231193, -3.568148], [4.999236, 3.233434, -4.367933], [7.019625, 3.268240, -6.177789], [5.664759, 4.249450, -6.740949], [7.169100, 5.030671, -6.225013], [5.374942, 5.197521, -4.474388], [7.615044, 3.291785, -3.652403], [6.649054, 4.290966, -2.560014], [7.763458, 5.053573, -3.706656], [5.458074, 2.392181, -4.473726]],
  "forces_ev_per_angstrom": [[-0.3, 0.1, 0.0], [0.1, 0.0, -0.2], [0.0, -0.3, -0.3], [0.4, 0.2, 0.2], [-0.2, 0.0, 0.0], [0.2, -0.1, 0.0], [-0.1, -0.1, -0.1], [0.1, 0.0, 0.1], [0.2, 0.1, 0.0], [0.0, -0.1, 0.1], [-0.1, 0.0, -0.1], [0.0, 0.0, 0.2], [0.1, 0.2, 0.0], [-0.2, 0.2, 0.1], [-0.1, 0.2, -0.1], [-0.1, -0.3, 0.1], [-0.1, -0.2, -0.3], [-0.1, -0.1, 0.4], [0.3, 0.2, -0.1], [0.3, -0.1, 0.3], [-0.1, 0.0, 0.0], [-0.1, 0.1, -0.2], [-0.3, 0.2, -0.3], [0.3, 0.0, 0.3], [-0.4, 0.0, -0.2], [0.0, 0.0, 0.2], [0.4, 0.0, 0.4], [-0.2, 0.0, 0.0], [-0.1, 0.0, -0.2], [0.0, -0.1, -0.1], [0.0, 0.0, -0.1], [0.2, -0.1, 0.1], [-0.2, 0.1, -0.3], [0.0, 0.0, -0.1], [-0.1, 0.1, 0.1], [0.1, 0.0, 0.0], [0.1, -0.1, -0.1], [0.0, 0.0, 0.0], [0.0, 0.0, 0.0], [0.0, 0.0, 0.0], [0.0, 0.0, 0.0], [0.0, 0.0, 0.0], [0.0, 0.0, 0.0], [0.0, 0.0, 0.0], [0.0, 0.0, 0.0], [-0.1, 0.0, 0.0], [0.1, 0.1, -0.1], [0.0, -0.1, 0.1], [0.0, 0.0, 0.1], [0.0, 0.0, 0.0], [0.0, 0.0, 0.0], [0.0, 0.0, 0.0], [0.0, 0.0, 0.0], [0.0, 0.0, 0.0], [0.0, 0.0, 0.0], [0.0, 0.0, 0.0], [0.0, 0.0, 0.0], [0.0, 0.0, -0.1], [0.1, 0.0, 0.1], [-0.1, 0.0, 0.0], [0.0, -0.2, -0.1], [0.0, 0.0, 0.0], [0.0, 0.0, 0.0], [0.0, 0.0, 0.0], [0.0, 0.0, 0.0], [0.0, 0.0, 0.0], [0.0, 0.0, 0.0], [0.0, 0.0, 0.0], [0.0, 0.0, 0.0], [0.0, 0.1, 0.0], [-0.1, -0.1, 0.0], [0.0, 0.1, 0.0], [0.0, 0.0, 0.0], [0.0, 0.0, 0.0], [0.0, 0.0, 0.0], [0.0, 0.0, 0.0], [0.0, 0.0, 0.0], [0.0, 0.0, 0.0], [0.0, 0.0, 0.0], [0.0, 0.0, 0.0], [0.0, 0.1, 0.0], [-0.1, 0.0, 0.0], [0.1, 0.0, 0.1], [0.0, 0.0, -0.1], [0.0, -0.1, 0.0], [0.0, 0.0, 0.0], [0.0, 0.0, 0.0], [0.0, 0.0, 0.0], [0.0, 0.0, 0.0], [0.0, 0.0, 0.0], [0.0, 0.0, 0.0], [0.0, 0.0, 0.0], [0.0, 0.0, 0.0], [0.1, 0.0, 0.0], [-0.1, 0.0, -0.1], [0.1, 0.0, 0.0], [0.0, 0.0, 0.1], [0.0, 0.0, 0.0], [0.0, 0.0, 0.0], [0.0, 0.0, 0.0], [0.0, 0.0, 0.0], [0.0, 0.0, 0.0], [0.0, 0.0, 0.0], [0.0, 0.0, 0.0], [0.0, 0.0, 0.0], [-0.1, 0.0, 0.0], [0.1, 0.0, 0.0], [0.0, 0.0, 0.1], [0.1, 0.1, 0.1], [0.0, 0.0, 0.0], [0.0, 0.0, 0.0], [0.0, 0.0, 0.0], [0.0, 0.0, 0.0], [0.0, 0.0, 0.0], [0.0, 0.0, 0.0], [0.0, 0.0, 0.0], [-0.1, -0.1, -0.1]],
  "lowdin_charge": [0.168, -0.523, 0.170, 0.194, -0.332, 0.157, 0.166, -0.335, 0.157, 0.168, -0.326, 0.165, 0.152, -0.333, 0.134, 0.165, -0.411, 0.128, 0.110, -0.081, -0.017, -0.566, 0.266, -0.322, 0.207, -0.367, 0.248, 0.136, 0.118, 0.116, 0.128, 0.117, 0.113, -0.059, -0.500, -0.059, -0.059, 0.079, 0.079, 0.080, 0.135, 0.079, 0.079, 0.080, 0.067, -0.061, -0.499, -0.059, -0.052, 0.077, 0.076, 0.083, 0.136, 0.075, 0.078, 0.079, 0.055, -0.050, -0.467, -0.052, -0.052, 0.077, 0.084, 0.081, 0.144, 0.073, 0.078, 0.085, 0.102, -0.056, -0.498, -0.062, -0.060, 0.084, 0.073, 0.080, 0.138, 0.081, 0.077, 0.079, 0.083, -0.061, -0.501, -0.063, -0.062, 0.081, 0.076, 0.079, 0.136, 0.081, 0.079, 0.079, 0.080, -0.060, -0.508, -0.064, -0.059, 0.081, 0.072, 0.080, 0.135, 0.081, 0.079, 0.079, 0.086, -0.061, -0.497, -0.060, -0.059, 0.081, 0.080, 0.079, 0.139, 0.081, 0.069, 0.079, 0.085]
}

| no. | LUMO energy (eV) | E (Eh) | HOMO (eV) |
| --- | --- | --- | --- |
| 1 | 0.2 | -2092.461175 | -9.191 |
| 2 | 0.5 | -3267.676818 | -10.055 |